{
  "formula": "C2H15N2O4",
  "method": "wB97M-V/def2-TZVPD",
  "multiplicity": 1,
  "lumo_energy_ev": -9.7128,
  "de_lowest_kj_mol": 839.1,
  "largest_force_ev_per_a": 6.561,
  "homo_energy_ev": -12.268,
  "total_charge": 1,
  "mol_weight_g_mol": 131.2,
  "elements": ["C", "C", "N", "N", "H", "H", "H", "H", "H", "H", "H", "H", "H", "O", "H", "H", "O", "H", "H", "O", "H", "H", "O"],
  "xyz": [[-0.760, -0.726, 1.852], [-1.965, -0.331, 1.281], [-2.288, 0.912, 0.705], [4.335, -1.531, -0.122], [0.148, -0.166, 2.010], [-2.782, -1.026, 1.168], [-2.964, 0.856, -0.006], [-1.522, 1.593, 0.730], [4.676, -0.592, 0.025], [4.793, -2.186, -0.869], [4.160, -2.004, 0.695], [0.493, 2.652, -0.965], [-0.010, 0.839, -1.412], [-0.039, 1.928, -0.648], [2.431, 1.971, 1.377], [1.104, 1.805, 0.446], [1.567, 1.543, 1.312], [-0.618, -1.785, 1.717], [0.850, -0.394, -2.144], [-0.014, -0.102, -1.830], [-1.452, -1.255, -2.045], [-2.647, -2.331, -2.105], [-2.095, -1.781, -1.522]],
  "forces_ev_per_a": [[0.84, -0.08, -1.61], [-2.68, 3.60, -2.05], [3.78, -4.03, 3.54], [0.72, -0.66, -3.92], [0.06, 0.87, 0.42], [0.20, -0.43, -0.14], [-1.29, 0.41, -1.12], [-0.13, 0.66, -0.67], [0.42, -0.44, -0.35], [-0.92, 2.30, 2.15], [-0.27, -1.19, 2.11], [-0.01, 0.91, -0.57], [0.22, -0.13, -0.07], [-0.74, -0.06, 0.75], [-0.32, -0.06, -0.04], [0.69, -0.55, 1.42], [-0.30, 0.07, -0.66], [-0.03, -0.55, 0.68], [0.01, 0.23, 0.13], [-0.15, -1.01, -0.42], [-0.22, -0.30, 0.20], [0.52, 0.47, 0.16], [-0.40, -0.04, 0.06]],
  "lowdin_charge": [0.32, -0.03, 0.31, 0.02, 0.09, 0.13, 0.13, 0.11, 0.01, 0.08, -0.04, 0.05, -0.06, -0.14, 0.05, -0.02, -0.10, 0.12, 0.06, -0.07, 0.01, 0.05, -0.09]
}